Entry 1:
The following is a quantum chemistry calculation of a 10-piece molecular cluster, C28H74BF4N3O16P2S4 overall at a distorted geometry, from OMol25.

Structure (XYZ):
```
132
Properties=species:S:1:pos:R:3:forces:R:3
N -7.012 -1.532 1.939 -0.75 0.74 0.61
H -7.532 -2.144 1.325 -0.44 -0.34 -0.24
H -6.115 -1.937 2.168 0.71 0.24 -0.23
H -7.509 -1.309 2.789 -0.60 -1.06 0.84
H -7.038 -0.586 1.587 1.09 0.36 -1.28
N -4.175 4.628 2.584 0.98 -0.44 -0.45
H -5.033 4.135 2.785 -0.46 0.17 0.14
H -4.268 5.595 2.305 -0.47 0.56 0.15
H -3.707 4.161 1.821 0.17 -0.59 -0.90
H -3.498 4.532 3.328 0.08 0.20 0.80
N -1.189 -1.191 6.657 -0.08 -0.05 0.08
H -0.919 -2.034 7.144 -0.06 -0.88 0.13
H -1.760 -0.640 7.281 0.12 0.57 0.45
H -1.750 -1.361 5.835 -0.04 -0.50 -0.56
H -0.324 -0.747 6.383 0.37 0.66 -0.11
B -1.917 0.528 0.960 3.42 0.13 -1.41
F -1.152 0.016 -0.121 -0.65 0.15 0.01
F -1.873 -0.390 1.956 -0.80 -1.69 1.94
F -1.235 1.661 1.437 -0.02 1.22 0.46
F -3.159 0.879 0.585 -2.54 0.45 -0.40
C -3.691 -0.080 -5.503 0.38 -0.48 -0.89
C -3.827 1.420 -5.502 0.53 1.80 -0.05
C -4.839 1.922 -6.632 1.29 -0.46 1.87
S -4.717 0.632 -7.887 -0.80 0.99 -2.10
O -4.054 1.070 -9.144 -0.78 -0.72 2.61
O -6.090 0.177 -7.987 0.51 -0.69 -0.02
C -3.605 -0.491 -6.968 -0.81 0.54 -1.40
H -4.538 -0.408 -4.900 -0.02 -0.90 -0.54
H -2.756 -0.442 -5.074 -0.15 0.27 0.54
H -2.872 1.936 -5.610 0.23 -0.21 -0.48
H -4.069 1.673 -4.470 -0.72 0.49 -0.18
H -4.652 2.908 -7.058 0.39 -0.20 0.05
H -5.825 1.945 -6.168 -0.17 -0.37 -0.61
H -2.692 -0.182 -7.477 0.52 0.03 0.65
H -3.778 -1.496 -7.353 -0.38 -0.10 0.56
C -11.581 5.321 -2.658 -0.38 -1.78 1.13
C -12.536 4.238 -3.231 -0.49 0.16 0.36
C -11.658 3.069 -3.573 1.33 -0.08 1.62
S -10.596 2.869 -2.000 1.02 -0.24 -1.44
O -9.187 2.561 -2.291 -1.42 -0.03 0.24
O -11.340 2.019 -1.089 0.41 0.46 -0.13
C -10.677 4.582 -1.465 -1.19 1.51 -0.91
H -12.173 6.160 -2.293 0.50 0.12 -0.03
H -10.969 5.539 -3.533 0.57 0.65 0.61
H -13.019 4.480 -4.178 0.06 0.74 0.04
H -13.364 4.057 -2.545 0.19 -0.47 0.17
H -10.969 3.444 -4.329 0.17 -0.54 -0.15
H -12.121 2.115 -3.825 0.13 0.13 0.13
H -9.793 5.174 -1.224 0.90 -0.63 -1.32
H -10.962 4.528 -0.414 -1.72 -0.02 -0.23
C 3.874 1.821 4.546 2.07 -1.54 -0.23
C 4.554 2.763 3.597 -0.96 3.17 -1.87
C 6.015 2.604 3.234 1.14 0.17 0.80
S 6.307 0.920 3.673 -0.66 1.04 1.38
O 6.922 0.968 4.995 -0.60 -0.50 -0.98
O 6.891 0.211 2.591 0.30 -1.10 -0.57
C 4.495 0.542 3.908 0.92 -0.85 0.44
H 2.784 1.833 4.542 0.15 0.14 -0.31
H 4.246 1.967 5.560 -0.09 -0.17 0.10
H 4.360 3.825 3.746 -0.14 0.07 0.42
H 4.149 2.596 2.599 -0.82 -0.08 0.06
H 6.791 3.127 3.794 -0.43 0.27 0.56
H 6.229 2.908 2.209 -0.29 -0.66 -0.15
H 4.550 -0.410 4.435 -0.47 0.08 0.26
H 4.120 0.376 2.898 -0.13 -0.03 0.05
C 1.210 6.238 -3.008 0.89 0.78 0.83
C 2.475 5.683 -3.694 -0.29 1.40 -0.76
C 3.360 6.928 -3.901 0.09 0.04 -0.09
S 3.286 7.812 -2.349 0.94 2.85 -0.28
O 3.407 9.285 -2.542 -0.57 -2.92 0.20
O 4.184 7.173 -1.430 0.26 -0.33 0.34
C 1.640 7.318 -1.897 -1.50 -1.06 -0.59
H 0.624 5.370 -2.707 -0.32 0.50 0.50
H 0.669 6.850 -3.730 -0.19 -0.40 -0.17
H 2.126 5.386 -4.683 0.36 -0.59 0.03
H 2.950 4.864 -3.155 0.04 0.21 -0.05
H 2.962 7.622 -4.641 -0.39 -0.14 -0.05
H 4.398 6.784 -4.201 0.04 -0.21 0.43
H 0.959 8.168 -1.926 0.23 0.09 -0.19
H 1.627 6.967 -0.865 0.41 -0.22 -0.15
C 3.776 -3.486 -3.371 -3.01 -1.00 2.35
C 4.469 -2.257 -3.691 0.87 -0.49 0.67
O 4.084 -1.916 -4.989 1.23 0.95 -2.10
P 5.343 -1.436 -5.885 0.00 -1.31 -1.80
O 6.576 -2.304 -5.780 -2.55 1.80 -0.57
O 4.650 -1.244 -7.389 0.69 -1.02 2.11
C 3.670 -0.254 -7.699 -0.96 0.15 -1.88
C 2.873 -0.676 -8.966 -0.13 -0.59 0.20
O 5.509 0.057 -5.471 -1.70 -0.98 1.62
C 6.743 0.658 -5.137 -1.17 0.46 -0.35
C 7.049 1.227 -6.500 2.48 1.12 0.34
H 3.571 -4.236 -4.135 0.99 0.05 -0.01
H 4.169 -3.828 -2.414 0.32 -0.84 -0.27
H 2.775 -3.202 -3.045 -0.57 -0.06 -0.18
H 4.203 -1.463 -2.994 0.18 0.12 -0.02
H 5.498 -2.588 -3.546 0.62 1.13 -0.73
H 2.880 -0.059 -6.975 0.64 -0.12 0.77
H 4.176 0.668 -7.988 0.12 0.12 0.49
H 3.507 -1.127 -9.730 0.09 0.19 0.03
H 2.070 -1.384 -8.763 0.31 -0.47 0.42
H 2.282 0.127 -9.407 0.55 0.56 0.06
H 6.497 1.390 -4.368 0.20 0.14 -0.06
H 7.389 -0.105 -4.703 0.43 0.24 -0.40
H 7.864 0.597 -6.856 -0.17 0.25 -0.86
H 6.192 1.290 -7.170 0.15 -0.43 0.28
H 7.414 2.250 -6.412 0.38 0.04 -0.12
C 5.153 -6.966 10.117 -1.70 0.59 -1.37
C 4.861 -6.076 8.817 1.80 -2.16 2.70
O 3.621 -5.384 8.983 -0.66 -1.28 -0.39
P 2.320 -6.172 8.441 0.43 1.30 -1.62
O 1.073 -5.430 8.695 0.23 -0.47 0.81
O 2.641 -6.079 6.878 0.16 -1.22 -0.48
C 2.333 -7.126 5.892 -0.32 1.23 0.48
C 1.047 -6.812 5.169 -0.78 0.65 0.28
O 2.388 -7.753 8.796 -1.79 1.65 0.56
C 1.081 -8.238 9.335 -0.62 -0.91 0.70
C 1.307 -9.046 10.582 1.86 -0.99 0.53
H 4.339 -7.653 10.349 -0.35 0.26 -0.12
H 5.958 -7.672 9.911 0.71 0.79 0.49
H 5.164 -6.190 10.882 0.90 -0.71 0.55
H 5.728 -5.423 8.915 -0.60 0.73 -0.84
H 5.010 -6.764 7.984 -0.78 0.62 -0.62
H 3.159 -7.095 5.182 0.13 -0.46 0.36
H 2.165 -8.058 6.431 0.73 -0.17 -0.28
H 1.012 -7.312 4.200 -0.27 -0.26 0.22
H 0.205 -7.029 5.827 -0.18 -0.71 -0.23
H 0.841 -5.756 4.993 0.82 0.27 -0.23
H 0.333 -7.518 9.668 0.68 0.97 -0.87
H 0.610 -8.855 8.570 0.25 0.15 -0.23
H 0.578 -9.018 11.391 -0.46 0.10 -0.58
H 1.575 -10.076 10.347 -0.35 -0.18 0.05
H 2.222 -8.700 11.063 0.08 0.35 0.06
```
Positions in Å, forces in eV/Å.

Summary:
- net charge = +2
- LUMO level (hartree) = -0.2344
- 2S+1 = 1
- M (g/mol) = 985.92
- strongest force on any atom (Eh/bohr) = 0.07678
- energy (Ha) = -5178.669065
- HOMO level (eV) = -12.36
- orbital gap (eV) = 6.0

These are the Mulliken partial charges, in e, on atoms 1 to 5: atom 1 (N): -0.490, atom 2 (H): 0.380, atom 3 (H): 0.366, atom 4 (H): 0.381, atom 5 (H): 0.364

***

Entry 2:
The following is a quantum chemistry calculation of the molecule C4H10N2O2 at a distorted geometry, from OMol25.

Structure (XYZ):
```
18
Properties=species:S:1:pos:R:3:forces:R:3
C 0.239 -0.360 -0.928 -0.47 0.97 -0.28
N -0.896 0.369 -1.516 -0.25 -0.38 0.31
C -2.178 0.263 -0.824 0.54 0.34 -0.36
O -2.548 -1.040 -0.403 0.32 0.15 0.56
C 0.998 0.571 0.005 -0.12 0.14 0.43
N 1.916 -0.158 0.865 0.18 0.30 0.29
C 1.819 -0.097 2.224 0.37 -0.27 -0.11
O 0.990 0.506 2.859 -0.34 -0.01 0.04
H -0.085 -1.232 -0.357 0.16 -0.21 -0.21
H 0.866 -0.634 -1.771 0.18 -0.44 0.13
H -1.042 0.073 -2.467 0.10 -0.13 -0.15
H -2.217 0.983 -0.006 0.10 -0.20 0.26
H -2.905 0.582 -1.555 -0.40 0.03 -0.13
H -2.177 -1.170 0.485 -0.29 -0.08 -0.42
H 0.291 1.071 0.665 -0.08 -0.10 0.12
H 1.490 1.386 -0.520 0.19 -0.11 -0.27
H 2.842 -0.394 0.543 -0.21 -0.17 -0.25
H 2.599 -0.718 2.703 0.02 0.16 0.07
```
Positions in Å, forces in eV/Å.

Summary:
- LUMO level (hartree) = 0.0269
- relative energy (zero: lowest compared OMol25 entry of this formula, charge and spin) (kcal/mol) = 41.5
- 2S+1 = 1
- M (g/mol) = 118.14
- strongest force on any atom (Eh/bohr) = 0.02175
- energy (Ha) = -418.394885
- HOMO level (eV) = -9.43
- SMILES = O=CNCCNCO
- orbital gap (eV) = 10.2

These are the natural (NBO) partial charges, in e, on atoms 1 to 5: atom 1 (C): -0.230, atom 2 (N): -0.640, atom 3 (C): 0.078, atom 4 (O): -0.723, atom 5 (C): -0.249

***

Entry 3:
The following is a quantum chemistry calculation of the molecule C4H8N2 at a distorted geometry, from OMol25.

Structure (XYZ):
```
14
Properties=species:S:1:pos:R:3:forces:R:3
C -0.256 3.028 -0.017 0.71 -0.25 0.76
C -0.314 1.729 0.328 -0.25 2.30 -0.44
C -0.084 -0.635 -0.274 -0.32 -0.62 -1.63
C 0.334 -2.823 0.145 -0.27 1.59 0.91
N -0.401 0.846 -0.708 0.24 -6.96 1.10
N -0.093 -1.844 -0.812 -0.76 5.56 0.06
H -0.190 3.835 0.678 -0.12 0.13 0.62
H -0.067 3.346 -1.036 -0.31 -0.30 -0.15
H -0.424 1.338 1.346 0.02 0.26 -0.51
H 0.233 -0.664 0.747 0.08 0.81 0.98
H 0.062 1.046 -1.552 0.35 0.57 -1.12
H -0.481 -3.129 0.750 -1.07 -0.30 0.65
H 0.583 -3.636 -0.419 1.39 -2.38 -1.05
H 1.097 -2.437 0.825 0.32 -0.41 -0.20
```
Positions in Å, forces in eV/Å.

Summary:
- LUMO level (hartree) = 0.0397
- relative energy (zero: lowest compared OMol25 entry of this formula, charge and spin) (kcal/mol) = 60.8
- 2S+1 = 1
- M (g/mol) = 84.12
- strongest force on any atom (Eh/bohr) = 0.13707
- energy (Ha) = -266.625153
- HOMO level (eV) = -8.36
- SMILES = C=CN/C=N/C
- orbital gap (eV) = 9.4

These are the natural (NBO) partial charges, in e, on atoms 1 to 5: atom 1 (C): -0.488, atom 2 (C): -0.007, atom 3 (C): 0.265, atom 4 (C): -0.432, atom 5 (N): -0.607

***

Entry 4:
The following is a quantum chemistry calculation of C21H12Cl2N4O3S3SbW as an isolated structure at a distorted geometry, from OMol25.

Structure (XYZ):
```
47
Properties=species:S:1:pos:R:3:forces:R:3
W 1.164 0.414 -0.169 3.26 1.69 -0.40
O -2.598 0.474 -1.546 -0.04 0.11 0.00
C -1.448 0.790 -1.404 -0.02 0.25 0.00
N -0.766 1.030 -0.201 -1.12 -0.39 0.02
C -1.404 1.207 1.019 -0.01 0.12 -0.29
O -2.581 1.161 1.260 0.00 0.05 0.12
C -0.383 1.560 2.082 -0.10 0.10 -0.07
C -0.785 2.086 3.291 -0.08 0.02 0.05
C 0.182 2.423 4.225 0.02 -0.04 -0.06
C 1.515 2.206 3.909 -0.04 0.00 0.00
C 1.839 1.675 2.675 0.17 -0.05 0.00
N 0.907 1.362 1.772 -0.47 0.05 0.63
C -0.504 0.994 -2.562 -0.06 0.02 0.01
C -0.975 1.161 -3.844 -0.05 -0.02 -0.02
C -0.052 1.344 -4.864 0.03 0.00 0.02
C 1.297 1.343 -4.555 -0.02 -0.01 -0.01
C 1.697 1.180 -3.237 0.11 -0.01 0.06
N 0.805 1.018 -2.265 -0.43 -0.08 -0.11
H -1.845 2.213 3.461 0.01 0.03 0.03
H -0.094 2.847 5.181 -0.02 -0.01 0.00
H 2.305 2.447 4.605 0.01 0.00 -0.01
H 2.865 1.482 2.391 -0.01 0.00 -0.02
H -2.042 1.137 -4.010 0.01 0.00 -0.02
H -0.380 1.482 -5.886 -0.02 -0.01 0.00
H 2.052 1.469 -5.317 0.01 0.01 0.01
H 2.747 1.188 -2.954 -0.01 0.01 -0.01
Cl -0.561 -2.659 -3.538 -0.01 -0.01 -0.01
C -0.931 -2.702 -1.858 -0.04 0.01 0.02
C -1.992 -3.501 -1.388 -0.01 -0.03 -0.01
C -2.293 -3.555 -0.059 0.00 0.00 0.01
Cl -3.588 -4.567 0.489 -0.01 0.01 0.01
C -1.549 -2.804 0.885 0.06 0.00 0.15
C -1.725 -2.822 2.283 0.04 0.02 -0.01
C -0.869 -2.097 3.068 -0.02 -0.04 0.03
C 0.115 -1.293 2.479 0.24 -0.01 0.00
N 0.276 -1.195 1.174 -0.75 -0.37 0.19
C -0.521 -1.986 0.391 0.02 -0.24 -0.18
C -0.195 -1.940 -0.984 0.13 -0.11 0.09
O 0.831 -1.177 -1.306 -0.65 -0.75 -0.57
H -2.568 -4.080 -2.095 0.02 0.01 -0.02
H -2.514 -3.418 2.719 0.00 -0.01 0.00
H -0.952 -2.113 4.146 0.01 -0.01 0.00
H 0.795 -0.721 3.097 -0.05 0.04 0.02
S 5.136 1.378 -2.267 -0.10 -0.01 0.18
Sb 4.269 1.542 -0.186 0.86 0.13 -0.36
S 3.240 -0.662 0.320 -0.58 0.42 0.21
S 2.077 2.682 -0.427 -0.31 -0.87 0.32
```
Positions in Å, forces in eV/Å.

Summary:
- LUMO level (alpha / beta) (hartree) = -0.0653 / -0.0560
- 2S+1 = 2
- M (g/mol) = 841.06
- strongest force on any atom (Eh/bohr) = 0.07183
- energy (Ha) = -3674.670069
- HOMO level (alpha / beta) (eV) = -7.22 / -7.27
- orbital gap (alpha / beta) (eV) = 5.4 / 5.7

These are the natural (NBO) partial charges, in e, on atoms 1 to 5: atom 1 (W): 1.313, atom 2 (O): -0.514, atom 3 (C): 0.666, atom 4 (N): -0.774, atom 5 (C): 0.658